# 1
Molecular formula: C2HCl5
Method: DFT, ωB97M-V/def2-TZVPD

```
8
Properties=species:S:1:pos:R:3
C 0.86956 -0.42210 0.12205
C -0.80994 0.35374 0.04713
Cl 0.92086 -1.74385 1.12301
Cl 1.21516 -0.81094 -1.53921
Cl -1.96363 -0.76720 -0.14838
Cl -1.03975 1.38759 1.47350
Cl -0.73572 1.49809 -1.35442
H 1.54346 0.50467 0.27632
```

Values from the calculation:
* gap between HOMO and LUMO: 11.07 eV
* highest occupied orbital energy: -10.50 eV
* energy: -2377.71945 hartree
* relative energy (zero: lowest compared OMol25 entry of this formula, charge and spin): 119.4 kJ/mol

---

# 2
Molecular formula: C25H26IrN7O4S
Method: DFT, ωB97M-V/def2-TZVPD

```
64
Properties=species:S:1:pos:R:3
Ir 0.21529 0.18287 -1.79113
C -2.70175 4.79859 -2.96335
C -2.82521 3.73656 -2.06029
C -1.77539 2.87544 -1.87100
C -0.54724 3.08369 -2.54212
C -0.44669 4.14393 -3.47745
C -1.51891 4.98208 -3.67855
N 0.46925 2.20747 -2.29729
C 1.80968 2.50651 -2.52499
C 2.34528 3.80268 -2.51885
C 3.67220 4.00013 -2.85384
C 4.49603 2.92788 -3.19689
C 4.01159 1.62855 -3.15044
C 2.69724 1.42541 -2.77616
N 2.13107 0.14887 -2.56676
N 2.57866 -0.88077 -3.13399
C 1.73888 -1.99337 -2.90680
C 2.18281 -3.25431 -3.25960
C 1.31917 -4.32713 -3.11198
C 0.03369 -4.10530 -2.63284
C -0.35561 -2.81918 -2.31459
N 0.47824 -1.77407 -2.43624
H -3.53895 5.46182 -3.12871
H -3.75069 3.59162 -1.52188
H -1.86012 2.04715 -1.17677
H 0.44266 4.24829 -4.08140
H -1.44991 5.77203 -4.41292
H 1.72750 4.63925 -2.22569
H 4.07879 5.00159 -2.84094
H 5.52830 3.10491 -3.46251
H 4.64705 0.78090 -3.36406
H 3.18543 -3.36610 -3.64549
H 1.63984 -5.32331 -3.38286
H -0.67280 -4.91517 -2.52702
H -1.35210 -2.59561 -1.95920
C -2.61369 -4.64422 4.89715
C -2.76322 -3.34131 5.66442
S -2.66127 -1.88529 4.65386
O -3.22040 -2.15335 3.34458
O -3.14520 -0.75765 5.40243
C -0.91126 -1.60874 4.37955
C -0.73012 -0.21543 3.75238
N -0.01317 -0.23928 2.45785
C -0.58557 -0.07619 1.25299
N 0.35650 -0.07422 0.29543
C 1.57781 -0.23661 0.91292
C 1.34688 -0.33360 2.23867
N 2.32532 -0.57268 3.27413
O 3.47831 -0.43275 2.94770
O 1.90518 -0.81650 4.38572
C -2.03122 0.12820 0.99934
H -2.86404 -5.47472 5.55443
H -1.59101 -4.79203 4.55068
H -3.28228 -4.66728 4.04007
H -2.00503 -3.21639 6.43774
H -3.73775 -3.24124 6.14570
H -0.56280 -2.40227 3.72011
H -0.38083 -1.67118 5.32578
H -0.16331 0.41980 4.42623
H -1.67904 0.28261 3.56295
H 2.51657 -0.27992 0.39210
H -2.64598 -0.52040 1.62305
H -2.24386 -0.08605 -0.04876
H -2.30878 1.16481 1.20545
```

Values from the calculation:
* multiplicity: 5
* charge: +2
* gap between HOMO and LUMO (alpha / beta): 6.48 / 5.87 eV
* highest occupied orbital energy (alpha / beta): -13.66 / -14.78 eV
* energy: -2154.28977 hartree
* relative energy (zero: lowest compared OMol25 entry of this formula, charge and spin): 8.8 kJ/mol

---

# 3
Molecular formula: C22H59ClGaO25P6
Method: DFT, ωB97M-V/def2-TZVPD

```
114
Properties=species:S:1:pos:R:3
C -3.16353 5.81259 -3.30237
C -2.13144 5.53677 -2.69715
Ga -0.27546 5.71750 -1.74137
C -0.04978 4.06555 -0.49193
C 1.24807 3.30555 -0.93067
O 2.09137 2.99982 -0.12479
Cl 1.55981 2.89415 -2.67344
H -4.03583 6.19419 -3.87104
H -0.20379 7.05310 -0.84540
H 0.90149 5.71196 -2.82801
H 0.11827 4.38822 0.57291
H -0.92647 3.36897 -0.55372
C -5.55274 1.56137 0.48803
O -6.15327 1.45217 -0.80802
P -6.31114 2.80121 -1.63592
O -5.23046 3.77264 -1.46000
O -7.76945 3.37070 -1.26811
C -8.59229 2.71817 -0.31336
O -6.50527 2.28462 -3.13124
C -6.68305 3.30730 -4.10891
H -6.01258 0.83068 1.15168
H -4.48653 1.35786 0.41301
H -5.70247 2.55739 0.91037
H -8.20526 2.89901 0.69161
H -8.65610 1.64617 -0.50436
H -9.59433 3.14204 -0.37813
H -5.92438 4.08396 -3.99409
H -7.67797 3.74624 -4.00780
H -6.58601 2.86681 -5.10034
C 4.50682 -0.04509 -3.59855
O 5.10604 -0.94305 -2.66045
P 4.17281 -2.09082 -2.07607
O 3.19203 -2.64229 -3.01986
O 3.52728 -1.49475 -0.74222
C 3.77393 -0.14662 -0.33496
O 5.22647 -3.15314 -1.51776
C 4.65845 -4.31431 -0.91455
H 4.93877 0.94541 -3.46104
H 4.70594 -0.38920 -4.61351
H 3.42889 0.02351 -3.44431
H 3.21850 0.54037 -0.97493
H 4.83786 0.09083 -0.36096
H 3.41726 -0.02763 0.68651
H 3.88394 -4.74001 -1.55511
H 4.23129 -4.05473 0.05533
H 5.44386 -5.05669 -0.77205
C -4.33590 -3.23182 0.07216
O -4.22839 -3.41806 1.48605
P -3.66519 -2.18928 2.32475
O -4.05989 -0.86557 1.82942
O -2.08098 -2.41187 2.41035
C -1.46296 -3.50577 1.74331
O -4.14071 -2.50686 3.81307
C -3.75220 -1.54687 4.79400
H -4.12604 -4.17984 -0.42251
H -5.34669 -2.90952 -0.17649
H -3.62185 -2.48812 -0.28554
H -1.43836 -3.31408 0.66905
H -1.98215 -4.44268 1.94813
H -0.43754 -3.59544 2.09912
H -3.98054 -0.53540 4.45390
H -2.68232 -1.63435 4.99306
H -4.30371 -1.74031 5.71329
C -4.85042 8.37134 -0.81141
O -4.69093 9.29572 -1.90147
P -3.70279 10.50952 -1.63791
O -2.54348 10.18163 -0.80429
O -4.59490 11.71612 -1.06044
C -5.98414 11.55009 -0.82077
O -3.34421 11.02148 -3.10467
C -2.44727 12.12627 -3.16153
H -5.87584 8.00152 -0.81226
H -4.16377 7.53337 -0.93362
H -4.65783 8.86230 0.14475
H -6.13361 10.93650 0.07001
H -6.48789 11.09915 -1.67671
H -6.42030 12.53245 -0.63977
H -1.58094 11.95104 -2.52121
H -2.96104 13.03644 -2.84446
H -2.10480 12.24873 -4.18831
C 0.59928 -9.11651 3.77588
O -0.14052 -8.25288 4.64040
P 0.34990 -6.74062 4.72839
O 0.87214 -6.18558 3.47436
O 1.38520 -6.68832 5.95071
C 1.74341 -7.86409 6.66466
O -0.91876 -5.97568 5.31819
C -0.73995 -4.57403 5.50895
H 0.61788 -10.11549 4.21130
H 0.11558 -9.15584 2.80032
H 1.62756 -8.77099 3.65513
H 2.40909 -8.47741 6.05409
H 0.86423 -8.43924 6.95714
H 2.27868 -7.56724 7.56562
H -0.30608 -4.11852 4.61721
H -0.08506 -4.40095 6.36486
H -1.70667 -4.11077 5.70169
C 11.95356 -5.15480 -0.30981
O 11.20480 -4.80609 -1.47379
P 9.61753 -4.79987 -1.32691
O 9.11537 -4.35547 -0.02145
O 9.13537 -6.27306 -1.74280
C 10.07183 -7.28810 -2.07483
O 9.14974 -3.91533 -2.55915
C 7.73247 -3.74173 -2.68723
H 12.84612 -5.69975 -0.61762
H 12.24734 -4.24830 0.21884
H 11.37211 -5.79079 0.36026
H 10.56578 -7.64483 -1.16846
H 10.81247 -6.93166 -2.79165
H 9.52980 -8.12063 -2.52191
H 7.29497 -3.45199 -1.73703
H 7.27876 -4.67266 -3.03331
H 7.53616 -2.95712 -3.41609
```

Values from the calculation:
* charge: -1
* gap between HOMO and LUMO: 6.68 eV
* highest occupied orbital energy: -5.00 eV
* energy: -7188.23366 hartree

---

# 4
Molecular formula: C5H7Cl2P
Method: DFT, ωB97M-V/def2-TZVPD

```
15
Properties=species:S:1:pos:R:3
C 0.25059 -2.00138 0.44649
C -0.00732 0.34587 0.52193
C 0.20441 0.02703 1.99182
C -0.39670 -0.91732 -0.25621
C -0.09143 -0.86048 -1.77885
P 0.79629 -1.81710 2.05766
Cl 0.84964 -3.65815 -0.53057
Cl -2.19764 -1.08405 0.17695
H -0.81013 1.08417 0.33888
H 1.00175 0.81629 0.10759
H 0.79701 0.80519 2.38545
H -0.72834 0.18554 2.40634
H -0.73265 -0.03024 -2.34452
H -0.04862 -1.83658 -2.31227
H 0.84338 -0.36333 -1.79169
```

Values from the calculation:
* gap between HOMO and LUMO: 8.71 eV
* highest occupied orbital energy: -9.35 eV
* energy: -1456.38229 hartree
* relative energy (zero: lowest compared OMol25 entry of this formula, charge and spin): 186.2 kJ/mol

---

# 5
Molecular formula: C34H40N4O10SY
Method: DFT, ωB97M-V/def2-TZVPD

```
90
Properties=species:S:1:pos:R:3
Y -0.20607 -0.69937 0.27281
C 1.66315 2.98682 -3.44623
C 0.26241 3.17669 -3.04614
C -0.06097 3.88782 -1.84833
C 1.03145 4.53829 -1.01793
C -1.37977 3.95984 -1.40092
C -1.66451 4.47237 0.00433
C -2.40980 3.37944 -2.16452
C -3.84710 3.69378 -1.76958
C -2.09165 2.57755 -3.27384
C -3.11658 1.63859 -3.78893
C -0.77548 2.54097 -3.78208
C -0.52825 1.73887 -5.01886
H 2.14878 3.93746 -3.75146
H 1.73694 2.36130 -4.32295
H 2.19053 2.49169 -2.64154
H 0.99348 4.15723 -0.00667
H 0.90006 5.62880 -0.95348
H 2.03132 4.37093 -1.47556
H -1.33366 5.51309 0.07601
H -1.15726 3.94643 0.80876
H -2.72407 4.47147 0.20497
H -4.16917 3.07809 -0.91719
H -4.48002 3.45658 -2.63943
H -4.01767 4.78025 -1.54126
H -3.73144 2.09844 -4.58931
H -3.77444 1.27870 -2.99861
H -2.68453 0.74044 -4.20965
H -1.45539 1.72841 -5.60812
H -0.28254 0.66906 -4.79362
H 0.25849 2.19293 -5.64423
O -1.87999 -3.81783 6.76414
C -0.87282 -4.49392 5.97993
C -0.84086 -3.82790 4.63314
C 0.19229 -4.03219 3.74013
C 0.45026 -3.15211 2.69994
N -0.31384 -2.09434 2.50725
C -1.37858 -1.89478 3.32733
C -1.71921 -2.77134 4.35065
C -2.10117 -0.62093 3.18925
C -2.91884 -0.15524 4.27028
C -3.75733 0.89578 4.02920
C -4.69724 1.30164 5.13559
O -5.09346 0.11348 5.85523
C -3.67410 1.53485 2.80021
C -2.82075 1.08453 1.83910
N -2.06185 -0.01042 2.00757
H -1.92113 -4.30722 7.60433
H -1.06830 -5.57059 5.87332
H 0.13167 -4.48098 6.45503
H 0.78349 -4.93249 3.77824
H 1.30775 -3.32731 2.08014
H -2.57808 -2.53177 4.99983
H -2.85728 -0.65381 5.22799
H -5.54097 1.82679 4.65504
H -4.21704 2.03450 5.84869
H -5.73671 0.31335 6.54736
H -4.26789 2.40214 2.54159
H -2.65226 1.62925 0.90818
C 7.58370 -3.14230 -3.67264
C 6.38007 -2.91707 -2.79024
C 5.45763 -1.96510 -3.22036
C 4.40713 -1.54542 -2.38110
C 4.26665 -2.19029 -1.12997
C 5.18114 -3.15806 -0.67314
C 6.20480 -3.57567 -1.54777
S 2.86876 -1.96363 -0.03284
O 2.99199 -2.74114 1.20624
O 2.80872 -0.51183 0.21922
N 1.46811 -2.39159 -0.69318
C 1.24316 -2.54795 -2.12437
C 0.55227 -1.29256 -2.73270
O 0.45544 -1.15951 -3.95843
O 0.09177 -0.43703 -1.85781
H 7.55936 -2.42755 -4.53700
H 7.60926 -4.14050 -4.09771
H 8.53362 -3.04539 -3.13301
H 5.60726 -1.46506 -4.18280
H 3.65880 -0.81939 -2.71653
H 4.94825 -3.65548 0.25588
H 6.85456 -4.41468 -1.28259
H 0.48028 -3.29298 -2.24016
H 2.14678 -2.70285 -2.72538
O -1.80772 -2.59675 -0.26464
N -2.74145 -1.91569 -0.77897
O -2.65732 -0.68956 -0.65285
O 0.11785 2.83032 2.47253
C 0.66177 1.89084 1.87248
O 0.20332 1.29373 0.80414
H 1.64204 1.43600 2.23055
```

Values from the calculation:
* charge: -1
* gap between HOMO and LUMO: 6.87 eV
* highest occupied orbital energy: -5.04 eV
* energy: -2727.74131 hartree

---

# 6
Molecular formula: C10H20N2O3S
Method: DFT, ωB97M-V/def2-TZVPD

```
36
Properties=species:S:1:pos:R:3
C 0.37702 0.16332 2.37133
C 0.19579 -0.67699 1.06601
C -0.33422 1.52724 1.75612
C -1.93452 1.42326 1.60014
C -4.48332 2.55764 1.78039
C 0.96310 -1.36902 -1.19591
C 1.02344 -2.81142 -0.95953
C 2.00443 -0.98823 -2.38474
C 1.75506 0.54825 -2.41044
C 1.40780 -1.58859 -3.56631
H 1.61475 1.42095 3.25510
H 2.35670 -0.31807 3.44173
H -0.43303 -0.17100 3.11420
H -0.14895 1.50266 0.70812
H 0.04779 2.45677 2.26140
H -2.08341 1.05963 0.46701
H -2.12259 0.45924 2.46196
H -5.24233 3.24243 1.07395
H -4.80376 2.51659 3.01092
H -4.58492 1.48049 1.19753
H 2.09934 -0.28101 0.20335
H -0.02177 -1.12093 -1.61388
H 2.98938 -1.13045 -2.21044
H 1.92702 1.22430 -3.51875
H 2.05326 0.99013 -1.53608
H 0.62832 0.94589 -2.35892
H 1.62599 -2.60077 -3.31779
H 1.82866 -1.17862 -4.62714
H 0.24384 -1.66457 -3.63319
H -0.52344 -2.41914 -0.18251
N 1.80689 0.48388 2.76656
N 1.20212 -0.72390 0.17342
O -0.90807 -1.30503 0.84541
O 1.99540 -3.43326 -1.41578
O 0.23111 -3.27160 -0.14525
S -2.75287 3.04992 1.52201
```

Values from the calculation:
* gap between HOMO and LUMO: 9.29 eV
* highest occupied orbital energy: -8.77 eV
* energy: -1126.21945 hartree
* relative energy (zero: lowest compared OMol25 entry of this formula, charge and spin): 750.7 kJ/mol